C11H16NO3 | ωB97M-V/def2-TZVPD

Net charge: -1
E_HOMO: -4.30 eV
M: 210.25 g/mol
ΔE to the lowest compared entry with this formula, charge and spin: 0.0 kJ/mol
Kohn-Sham gap: 7.499 eV
Max |F|: 4.12 eV/Å
Structure (SMILES): CC(C)(C)[C@@]12C=C[C@@H](C[C@@H]1NC(=O)[O-])O2

```
31
Properties=species:S:1:pos:R:3:nbo_charge:R:1
C -1.020 2.345 0.608 -0.60
C -0.470 0.962 0.869 -0.09
C 0.659 1.148 1.896 -0.61
C -1.574 0.143 1.561 -0.59
C -0.159 0.293 -0.478 0.25
C 0.784 1.184 -1.265 -0.21
C 0.642 0.814 -2.527 -0.27
C -0.437 -0.218 -2.534 0.06
C 0.219 -1.591 -2.069 -0.44
C 0.644 -1.242 -0.622 -0.03
N 0.392 -2.107 0.471 -0.74
C 1.361 -2.531 1.507 0.88
O 0.828 -3.282 2.390 -0.81
O 2.501 -2.047 1.401 -0.79
O -1.241 0.210 -1.482 -0.54
H -1.195 2.951 1.403 0.20
H -1.969 2.174 0.074 0.21
H -0.442 2.853 -0.090 0.20
H 0.153 1.104 2.802 0.20
H 1.378 0.316 1.881 0.25
H 1.151 2.030 1.794 0.19
H -2.062 0.836 2.155 0.18
H -1.120 -0.651 2.120 0.24
H -2.323 -0.362 0.730 0.20
H 1.607 1.859 -0.861 0.22
H 1.071 1.218 -3.409 0.20
H -0.982 -0.454 -3.486 0.18
H -0.692 -2.316 -2.071 0.20
H 1.071 -1.818 -2.676 0.21
H 1.712 -1.105 -0.575 0.23
H -0.489 -2.714 0.483 0.38
```

C11H16O | ωB97M-V/def2-TZVPD

Net charge: 0
E_HOMO: -9.09 eV
M: 164.25 g/mol
ΔE to the lowest compared entry with this formula, charge and spin: 10.1 kJ/mol
Kohn-Sham gap: 10.030 eV
Max |F|: 0.47 eV/Å
Structure (SMILES): CCCC[C@H](O)c1ccccc1

```
28
Properties=species:S:1:pos:R:3:nbo_charge:R:1
C -2.053 1.944 1.805 -0.60
C -1.276 1.935 0.495 -0.40
C 0.178 2.366 0.700 -0.40
C 1.136 1.830 -0.365 -0.41
C 1.652 0.404 -0.079 0.07
O 2.659 0.053 -1.009 -0.72
C 0.563 -0.634 -0.175 0.06
C 0.106 -1.044 -1.421 -0.24
C -0.915 -1.971 -1.520 -0.20
C -1.492 -2.495 -0.375 -0.22
C -1.023 -2.111 0.869 -0.20
C 0.006 -1.191 0.969 -0.25
H -1.632 1.206 2.485 0.20
H -2.009 2.920 2.283 0.20
H -3.094 1.690 1.627 0.21
H -1.310 0.926 0.084 0.21
H -1.752 2.602 -0.229 0.20
H 0.518 2.026 1.680 0.19
H 0.226 3.457 0.703 0.21
H 0.654 1.839 -1.346 0.21
H 2.011 2.487 -0.418 0.20
H 2.066 0.382 0.944 0.16
H 3.340 0.734 -0.997 0.47
H 0.573 -0.642 -2.307 0.23
H -1.267 -2.285 -2.492 0.21
H -2.302 -3.205 -0.453 0.21
H -1.458 -2.531 1.766 0.21
H 0.372 -0.896 1.942 0.21
```

C11H16O | ωB97M-V/def2-TZVPD

Net charge: 0
E_HOMO: -8.33 eV
M: 164.25 g/mol
ΔE to the lowest compared entry with this formula, charge and spin: 92.6 kJ/mol
Kohn-Sham gap: 9.141 eV
Max |F|: 2.39 eV/Å
Structure (SMILES): CC1=CC[C@]2(C)[C@H]1C(=O)C2(C)C

```
28
Properties=species:S:1:pos:R:3:nbo_charge:R:1
C 3.308 0.753 -0.390 -0.64
C 2.051 0.028 -0.058 0.03
C 1.839 -0.847 0.919 -0.20
C 0.427 -1.347 0.977 -0.43
C -0.292 -0.654 -0.203 0.00
C -0.901 -1.697 -1.128 -0.61
C 0.790 0.284 -0.803 -0.37
C -0.083 1.521 -0.140 0.67
O 0.149 2.672 0.051 -0.52
C -1.206 0.560 0.182 -0.17
C -2.348 0.821 -0.808 -0.59
C -1.743 0.643 1.607 -0.61
H 3.606 0.562 -1.420 0.22
H 4.115 0.449 0.272 0.22
H 3.146 1.825 -0.281 0.23
H 2.580 -1.200 1.616 0.21
H 0.394 -2.434 0.866 0.21
H -0.019 -1.118 1.945 0.21
H -1.300 -1.253 -2.036 0.21
H -1.705 -2.226 -0.614 0.21
H -0.138 -2.423 -1.412 0.22
H 0.872 0.377 -1.880 0.23
H -3.111 0.050 -0.721 0.22
H -1.988 0.854 -1.833 0.21
H -2.800 1.785 -0.583 0.22
H -2.319 -0.253 1.845 0.21
H -2.392 1.514 1.703 0.22
H -0.932 0.753 2.327 0.22
```

C11H16OSi | ωB97M-V/def2-TZVPD

Net charge: 0
E_HOMO (spin up / spin down): -8.04 / -6.20 eV
M: 192.33 g/mol
ΔE to the lowest compared entry with this formula, charge and spin: 534.5 kJ/mol
Kohn-Sham gap (spin up / spin down): 8.591 / 6.328 eV
Max |F|: 4.19 eV/Å

```
29
Properties=species:S:1:pos:R:3:nbo_charge:R:1
C -3.473 0.341 1.859 -0.20
C -3.188 -0.300 0.697 -0.22
C -2.610 0.440 2.945 -0.23
C -1.844 -0.545 0.479 -0.17
C -1.268 0.020 2.772 -0.21
C -0.911 -0.425 1.498 -0.54
C 2.260 -0.851 -3.152 -0.68
C 1.260 -0.311 -2.489 0.36
C 0.595 1.346 -3.968 -0.29
C 1.477 1.357 1.403 -1.13
C 1.876 -1.954 1.530 -1.17
O 0.352 0.656 -2.752 -0.53
Si 0.901 -0.407 1.154 1.42
H -4.582 0.729 1.922 0.21
H -3.900 -0.462 -0.069 0.22
H -3.048 0.837 3.920 0.22
H -1.562 -1.043 -0.463 0.22
H -0.486 -0.233 3.505 0.21
H 3.035 -1.544 -2.790 0.23
H 2.247 -0.908 -4.226 0.20
H 0.561 0.795 -4.925 0.19
H 1.518 2.014 -3.963 0.19
H -0.163 2.217 -4.102 0.19
H 2.400 1.467 0.826 0.25
H 0.670 1.963 1.093 0.25
H 1.739 1.687 2.355 0.23
H 1.361 -2.384 2.447 0.24
H 1.803 -2.668 0.678 0.26
H 2.979 -1.832 1.816 0.25
```

C11H16OSi | ωB97M-V/def2-TZVPD

Net charge: 0
E_HOMO (spin up / spin down): -6.74 / -7.49 eV
M: 192.33 g/mol
ΔE to the lowest compared entry with this formula, charge and spin: 346.1 kJ/mol
Kohn-Sham gap (spin up / spin down): 7.192 / 7.327 eV
Max |F|: 5.35 eV/Å

```
29
Properties=species:S:1:pos:R:3:nbo_charge:R:1
C -3.285 1.888 0.497 -0.21
C -2.789 1.208 1.630 -0.20
C -2.904 1.480 -0.733 -0.21
C -1.952 0.154 1.492 -0.22
C -1.995 0.350 -0.902 -0.20
C -1.542 -0.278 0.280 -0.46
C 2.285 0.692 0.039 0.54
C 3.962 1.455 -1.676 -0.63
C -0.067 -2.782 -1.447 -1.12
C -0.675 -3.015 1.491 -1.15
C 2.486 1.002 -1.442 -0.55
O 3.026 0.858 0.939 -0.51
Si -0.262 -1.674 0.131 1.27
H -3.807 2.837 0.678 0.21
H -2.931 1.751 2.567 0.21
H -3.175 2.110 -1.585 0.21
H -1.471 -0.319 2.293 0.21
H -1.574 0.026 -1.765 0.20
H 4.229 2.427 -1.207 0.22
H 4.587 0.731 -1.134 0.22
H 4.043 1.643 -2.762 0.22
H -0.623 -3.722 -1.211 0.24
H -0.503 -2.174 -2.319 0.23
H 0.933 -3.161 -1.660 0.25
H -1.761 -3.130 1.681 0.24
H -0.381 -4.053 1.132 0.23
H -0.130 -3.083 2.539 0.25
H 2.083 0.103 -1.958 0.24
H 1.836 1.955 -1.574 0.25
```

C11H17AsN3OSTl | ωB97M-V/def2-TZVPD

<S²>: 0.814
Net charge: +1
E_HOMO (spin up / spin down): -10.97 / -10.97 eV
M: 518.65 g/mol
ΔE to the lowest compared entry with this formula, charge and spin: 0.0 kJ/mol
Kohn-Sham gap (spin up / spin down): 7.811 / 5.102 eV
Max |F|: 0.09 eV/Å
2S+1: 2

```
35
Properties=species:S:1:pos:R:3:nbo_charge:R:1
Tl -0.294 -0.047 0.203 0.84
O -0.113 2.529 -0.395 -0.48
N 0.690 3.071 -1.218 0.09
C 0.247 4.136 -1.950 -0.02
C 1.066 4.771 -2.833 -0.17
C 2.392 4.336 -3.015 -0.18
C 2.838 3.269 -2.297 -0.18
C 2.005 2.592 -1.366 -0.08
S 2.542 1.295 -0.467 0.09
H -0.778 4.406 -1.752 0.25
H 0.672 5.612 -3.387 0.25
H 3.042 4.839 -3.716 0.25
H 3.845 2.894 -2.404 0.25
C -3.080 -4.370 -1.485 -0.94
As -1.564 -3.414 -0.710 0.83
C -0.149 -4.140 -1.851 -0.95
C -1.257 -4.570 0.841 -0.95
H -2.855 -5.433 -1.563 0.22
H -3.295 -3.973 -2.476 0.23
H -3.959 -4.231 -0.858 0.23
H -0.189 -5.229 -1.858 0.23
H 0.827 -3.827 -1.480 0.22
H -0.267 -3.771 -2.869 0.23
H -1.177 -5.611 0.528 0.23
H -2.082 -4.473 1.546 0.23
H -0.334 -4.282 1.342 0.22
N -0.691 0.647 3.871 -0.32
C -0.199 1.401 4.870 -0.01
C 0.749 2.228 4.317 -0.33
C 0.755 1.895 2.956 -0.02
N -0.122 0.935 2.688 -0.38
H -1.407 -0.056 3.930 0.42
H -0.554 1.295 5.881 0.24
H 1.348 2.965 4.822 0.25
H 1.349 2.311 2.157 0.22
```